DFT (ωB97M-V with the def2-TZVPD basis set) results for a structure of composition C24H40AsClKN3O2.

LUMO level, eV: 0.39
E_tot, hartree: -4549.0876
Charge: 0

Last column: Mulliken charge in e.
Cartesian coordinates (Å):
K (-0.19, 0.11, 0.26)  0.791
C (-0.65, 3.62, 1.59)  -0.493
C (-0.73, 2.60, 0.44)  -0.203
O (-1.61, 1.74, 0.68)  -0.628
H (-1.46, 4.35, 1.48)  0.320
H (0.30, 4.17, 1.58)  0.331
H (-0.78, 3.11, 2.55)  -0.251
C (-4.64, 2.30, 3.93)  -1.642
C (-4.59, 1.74, 5.36)  1.333
C (-4.12, 2.88, 6.27)  -1.793
C (-5.99, 1.32, 5.80)  -1.910
C (-3.59, 0.53, 5.43)  2.214
O (-2.32, 0.94, 4.94)  -0.658
C (-3.44, -0.02, 6.85)  -1.342
C (-2.39, -1.12, 7.03)  -1.411
C (-0.96, -0.64, 6.94)  0.069
C (-0.48, 0.33, 7.82)  0.168
C (0.83, 0.79, 7.74)  -0.856
C (1.67, 0.27, 6.77)  0.390
Cl (3.31, 0.85, 6.66)  -0.247
C (1.23, -0.70, 5.90)  -1.066
C (-0.08, -1.15, 5.99)  0.011
C (-4.08, -0.61, 4.48)  -1.864
N (-3.05, -1.20, 3.65)  1.113
C (-2.34, -0.63, 2.67)  -0.112
N (-1.49, -1.51, 2.16)  -0.221
C (-1.76, -2.65, 2.87)  -0.713
N (-2.69, -2.51, 3.79)  -1.149
H (-5.23, 3.22, 3.92)  0.518
H (-5.12, 1.62, 3.22)  0.331
H (-3.65, 2.53, 3.55)  0.312
H (-4.78, 3.74, 6.14)  0.482
H (-3.11, 3.22, 6.02)  0.340
H (-4.14, 2.60, 7.33)  0.392
H (-6.69, 2.15, 5.63)  0.497
H (-6.03, 1.06, 6.86)  0.378
H (-6.37, 0.46, 5.23)  0.313
H (-1.92, 1.56, 5.56)  0.467
H (-4.41, -0.40, 7.17)  0.585
H (-3.20, 0.80, 7.53)  0.295
H (-2.54, -1.92, 6.30)  0.509
H (-2.54, -1.57, 8.01)  0.460
H (-1.13, 0.73, 8.59)  0.393
H (1.20, 1.55, 8.42)  0.414
H (1.90, -1.10, 5.14)  0.587
H (-0.44, -1.90, 5.30)  0.403
H (-4.87, -0.24, 3.82)  0.669
H (-4.50, -1.43, 5.05)  0.136
H (-2.43, 0.41, 2.38)  0.666
H (-1.25, -3.59, 2.71)  0.471
C (2.96, -5.21, -1.12)  -1.003
C (3.21, -3.71, -1.31)  -0.768
As (1.86, -2.49, -0.58)  0.159
C (0.21, -3.36, -1.20)  -0.514
C (-0.04, -3.12, -2.69)  -1.252
C (1.78, -3.12, 1.28)  0.264
C (2.94, -2.59, 2.13)  -1.259
H (3.79, -5.78, -1.54)  0.392
H (2.05, -5.54, -1.62)  0.219
H (2.89, -5.48, -0.07)  0.244
H (3.30, -3.47, -2.36)  0.464
H (4.15, -3.41, -0.85)  0.477
H (-0.61, -2.97, -0.59)  0.398
H (0.26, -4.43, -0.98)  0.387
H (-0.10, -2.06, -2.92)  0.292
H (-0.97, -3.59, -3.01)  0.386
H (0.76, -3.54, -3.30)  0.305
H (1.75, -4.21, 1.30)  0.367
H (0.82, -2.77, 1.68)  -0.347
H (3.90, -2.90, 1.73)  0.353
H (2.87, -2.94, 3.16)  0.346
H (2.94, -1.49, 2.15)  0.288

---

DFT (ωB97M-V with the def2-TZVPD basis set) results for a structure of composition C24H40BCuN6Te.

LUMO level, eV: 4.34
E_tot, hartree: -3200.5250
Relative energy (zero: lowest compared OMol25 entry of this formula, charge and spin), kcal per mole: 14.7
Charge: -2

Last column: Mulliken charge in e.
Cartesian coordinates (Å):
Cu (1.35, 0.98, -0.87)  -0.929
C (1.12, -2.61, -4.42)  -1.512
C (0.52, -1.45, -3.71)  0.863
C (-0.15, -0.36, -4.23)  -1.174
C (-0.38, 0.51, -3.15)  -0.461
N (0.16, -0.02, -2.04)  1.004
N (0.68, -1.23, -2.37)  0.425
B (1.11, -2.24, -1.30)  -0.836
N (-0.10, -2.61, -0.42)  1.046
N (-0.78, -1.69, 0.29)  -0.303
C (-1.76, -2.32, 0.94)  -0.191
C (-1.73, -3.68, 0.65)  -1.305
C (-0.66, -3.84, -0.22)  0.759
C (-0.17, -5.10, -0.84)  -1.427
C (-2.72, -1.58, 1.83)  2.311
C (-4.16, -1.76, 1.32)  -1.787
C (-2.37, -0.10, 1.84)  -1.374
C (-2.63, -2.13, 3.26)  -1.785
N (2.20, -1.60, -0.42)  0.419
N (1.98, -0.46, 0.27)  1.012
C (2.99, -0.31, 1.14)  -0.477
C (3.91, -1.35, 0.96)  -1.154
C (3.39, -2.14, -0.04)  0.855
C (4.02, -3.31, -0.73)  -1.511
C (3.10, 0.83, 2.13)  2.401
C (1.76, 1.53, 2.31)  -1.296
C (3.56, 0.27, 3.49)  -1.976
C (4.11, 1.85, 1.60)  -1.129
C (-1.08, 1.84, -3.21)  2.402
C (-0.13, 2.88, -3.82)  -1.132
C (-1.47, 2.32, -1.81)  -1.304
C (-2.35, 1.71, -4.06)  -1.962
H (1.05, -2.44, -5.50)  0.402
H (2.17, -2.71, -4.15)  0.212
H (0.62, -3.55, -4.19)  0.181
H (-0.44, -0.22, -5.26)  0.394
H (1.54, -3.23, -1.82)  -0.136
H (-2.38, -4.46, 1.02)  0.450
H (-0.80, -5.93, -0.51)  0.352
H (-0.21, -5.05, -1.93)  0.185
H (0.86, -5.31, -0.56)  0.184
H (-4.24, -1.37, 0.30)  0.366
H (-4.44, -2.81, 1.31)  0.336
H (-4.86, -1.22, 1.95)  0.444
H (-2.41, 0.30, 0.82)  0.108
H (-3.05, 0.47, 2.48)  0.474
H (-1.35, 0.04, 2.19)  0.111
H (-2.89, -3.19, 3.29)  0.335
H (-1.62, -2.01, 3.65)  0.365
H (-3.32, -1.60, 3.92)  0.445
H (4.84, -1.50, 1.48)  0.396
H (5.05, -3.41, -0.40)  0.404
H (3.49, -4.25, -0.52)  0.179
H (4.01, -3.16, -1.81)  0.213
H (1.00, 0.84, 2.68)  0.208
H (1.86, 2.36, 3.01)  0.404
H (1.43, 1.91, 1.34)  -0.012
H (2.84, -0.47, 3.85)  0.380
H (4.53, -0.21, 3.41)  0.303
H (3.63, 1.07, 4.23)  0.459
H (3.72, 2.28, 0.66)  -0.211
H (4.25, 2.67, 2.31)  0.420
H (5.08, 1.39, 1.40)  0.284
H (0.73, 3.01, -3.14)  -0.208
H (0.23, 2.57, -4.80)  0.283
H (-0.62, 3.85, -3.91)  0.421
H (-0.56, 2.39, -1.20)  -0.012
H (-1.96, 3.29, -1.86)  0.409
H (-2.14, 1.60, -1.33)  0.207
H (-2.11, 1.41, -5.08)  0.299
H (-3.02, 0.95, -3.63)  0.380
H (-2.89, 2.66, -4.10)  0.458
Te (2.21, 3.34, -1.09)  -1.345

---

DFT (ωB97M-V with the def2-TZVPD basis set) results for a cluster of 2 separate species, C24H40N3O6 in total.

LUMO level, eV: 1.83
E_tot, hartree: -1554.0449
Charge: -1

Last column: Mulliken charge in e.
Cartesian coordinates (Å):
C (-0.58, 2.64, -4.11)  -1.071
C (-0.94, 1.20, -3.82)  -0.628
C (-0.92, 0.84, -2.38)  0.185
O (-1.93, 1.48, -1.62)  -0.309
C (-2.19, 0.80, -0.42)  -2.427
C (-1.10, 1.07, 0.58)  1.136
C (-1.14, 0.26, 1.87)  -0.322
O (-1.67, -0.81, 2.04)  -0.691
N (-0.44, 0.97, 2.81)  -0.061
C (0.23, 2.09, 2.16)  -0.802
C (1.62, 1.80, 1.55)  -1.004
C (2.49, 0.72, 2.22)  -0.943
C (3.30, -0.09, 1.20)  -1.619
C (2.54, -1.29, 0.61)  0.025
C (3.11, -2.61, 1.15)  -0.761
C (2.12, -3.68, 1.66)  -0.921
C (1.90, -4.84, 0.71)  -1.075
C (1.07, -4.55, -0.55)  -0.245
C (-0.10, -5.50, -0.65)  -0.682
O (-1.14, -4.99, -1.46)  -0.419
C (-1.07, -5.42, -2.81)  -0.744
C (-0.86, 2.47, 1.15)  4.007
C (-0.47, 3.57, 0.20)  -1.908
O (0.54, 3.13, -0.72)  -0.200
N (0.96, 4.25, -1.52)  0.174
O (1.91, 4.75, -1.08)  -0.353
C (-2.10, 3.02, 1.84)  -0.931
C (-3.25, 3.24, 1.11)  -0.787
C (-4.35, 3.74, 1.75)  -0.910
C (-4.31, 3.99, 3.09)  -0.443
N (-3.21, 3.81, 3.82)  -0.728
C (-2.15, 3.34, 3.18)  -0.253
H (-1.38, 3.31, -3.80)  0.272
H (-0.40, 2.77, -5.16)  0.458
H (0.30, 2.90, -3.55)  0.073
H (-0.21, 0.52, -4.30)  0.260
H (-1.92, 0.95, -4.22)  0.326
H (0.07, 1.09, -2.00)  -0.002
H (-1.00, -0.24, -2.30)  0.394
H (-2.20, -0.26, -0.60)  0.559
H (-3.18, 1.06, -0.07)  0.634
H (-0.20, 0.69, 0.12)  0.094
H (0.06, 0.45, 3.51)  0.444
H (0.41, 2.90, 2.85)  0.781
H (2.17, 2.73, 1.62)  0.527
H (1.56, 1.58, 0.50)  0.263
H (3.17, 1.20, 2.91)  0.496
H (1.91, 0.00, 2.79)  0.373
H (3.63, 0.57, 0.41)  0.534
H (4.14, -0.50, 1.74)  0.641
H (2.56, -1.28, -0.47)  0.644
H (1.49, -1.24, 0.89)  -0.220
H (3.79, -2.41, 1.96)  0.433
H (3.68, -3.10, 0.38)  0.374
H (2.52, -4.11, 2.57)  0.367
H (1.16, -3.25, 1.93)  0.368
H (2.84, -5.28, 0.43)  0.383
H (1.38, -5.62, 1.26)  0.547
H (1.69, -4.73, -1.41)  0.273
H (0.72, -3.53, -0.62)  0.280
H (0.21, -6.44, -1.09)  0.335
H (-0.54, -5.71, 0.32)  0.417
H (-0.05, -5.36, -3.18)  0.329
H (-1.44, -6.43, -2.91)  0.284
H (-1.66, -4.75, -3.40)  0.287
H (-1.31, 3.92, -0.37)  0.632
H (-0.07, 4.42, 0.76)  0.956
H (-3.27, 3.05, 0.06)  0.645
H (-5.25, 3.91, 1.21)  0.420
H (-5.18, 4.36, 3.60)  0.399
H (-1.27, 3.20, 3.78)  0.419
O (1.22, -0.67, -4.76)  -1.112
H (1.96, -0.09, -4.97)  0.121

---

DFT (ωB97M-V with the def2-TZVPD basis set) results for the molecule C24H40N4O.

LUMO level, eV: 0.62
E_tot, hartree: -1232.8207
Structure (SMILES): CCN1/C(=N/CC(C)C)N[C@@H](CCc2ccccc2)[C@H](C(=O)NCC(C)C)[C@H]1C
Relative energy (zero: lowest compared OMol25 entry of this formula, charge and spin), kcal per mole: 4.8
Charge: 0

Last column: Mulliken charge in e.
Cartesian coordinates (Å):
C (0.84, 3.40, -1.51)  -1.173
C (-0.36, 3.30, -0.56)  -0.692
N (-0.64, 1.92, -0.24)  0.480
C (-0.58, 1.49, 1.06)  0.478
N (-0.33, 2.33, 1.99)  -0.651
C (-0.19, 1.91, 3.36)  -1.321
C (-1.54, 1.68, 4.06)  1.370
C (-2.37, 2.96, 4.04)  -1.616
C (-1.32, 1.20, 5.49)  -1.482
N (-0.85, 0.13, 1.20)  0.332
C (-0.31, -0.74, 0.16)  -0.313
C (-0.66, -2.20, 0.43)  -0.849
C (-0.24, -2.71, 1.82)  -1.263
C (1.13, -2.26, 2.24)  0.482
C (1.31, -1.65, 3.48)  -0.325
C (2.56, -1.20, 3.88)  -0.433
C (3.65, -1.36, 3.04)  -0.512
C (3.49, -1.98, 1.81)  -0.730
C (2.24, -2.43, 1.42)  -0.270
C (-0.84, -0.31, -1.22)  0.371
C (0.28, -0.41, -2.26)  -0.396
O (1.45, -0.55, -2.00)  -0.638
N (-0.18, -0.32, -3.53)  -0.004
C (0.68, -0.43, -4.69)  -1.185
C (0.39, -1.69, -5.52)  0.874
C (0.64, -2.94, -4.69)  -1.333
C (1.26, -1.69, -6.77)  -1.600
C (-1.40, 1.12, -1.17)  -0.453
C (-2.89, 1.11, -0.81)  -1.806
H (1.70, 2.92, -1.06)  0.288
H (1.07, 4.45, -1.70)  0.477
H (0.64, 2.92, -2.46)  0.188
H (-1.24, 3.77, -1.02)  0.320
H (-0.14, 3.79, 0.38)  0.466
H (0.44, 1.01, 3.46)  0.177
H (0.33, 2.73, 3.87)  0.531
H (-2.08, 0.90, 3.51)  0.044
H (-2.46, 3.31, 3.01)  0.328
H (-1.88, 3.73, 4.63)  0.335
H (-3.36, 2.78, 4.44)  0.445
H (-0.75, 0.27, 5.51)  0.272
H (-0.77, 1.95, 6.06)  0.346
H (-2.27, 1.03, 5.99)  0.391
H (-0.59, -0.20, 2.12)  0.320
H (0.79, -0.64, 0.13)  0.102
H (-1.74, -2.34, 0.34)  0.350
H (-0.18, -2.80, -0.34)  0.402
H (-0.26, -3.81, 1.80)  0.477
H (-0.97, -2.39, 2.57)  0.358
H (0.47, -1.52, 4.14)  0.472
H (2.68, -0.73, 4.84)  0.392
H (4.63, -1.01, 3.34)  0.397
H (4.33, -2.11, 1.15)  0.404
H (2.12, -2.90, 0.45)  0.323
H (-1.65, -0.98, -1.53)  0.632
H (-1.17, -0.27, -3.70)  0.333
H (1.70, -0.46, -4.31)  0.350
H (0.56, 0.46, -5.31)  0.379
H (-0.66, -1.67, -5.82)  0.260
H (0.01, -2.95, -3.80)  0.247
H (0.42, -3.83, -5.27)  0.443
H (1.68, -2.98, -4.37)  0.324
H (1.07, -0.80, -7.37)  0.395
H (2.31, -1.70, -6.50)  0.349
H (1.05, -2.57, -7.38)  0.410
H (-1.29, 1.59, -2.16)  0.782
H (-3.04, 0.60, 0.14)  0.289
H (-3.26, 2.13, -0.71)  0.378
H (-3.47, 0.61, -1.58)  0.482